# 1
C24H31F6N7O8ReS3Si2 | ωB97M-V/def2-TZVPD

Atoms and positions in Å:
1 Re 0.23978 -0.16868 -0.25867
2 C -0.13713 4.31482 -0.46744
3 Si 1.33224 3.16039 -0.48066
4 C 2.83573 3.89116 0.34974
5 C 1.85241 2.73981 -2.21214
6 N 0.79345 1.67176 0.45013
7 C 0.51034 1.85687 1.74724
8 C 0.54457 3.09414 2.45941
9 C 0.19928 3.12692 3.77090
10 C -0.21113 1.95062 4.46232
11 C -0.26060 0.75689 3.82251
12 C 0.10650 0.68109 2.44744
13 N 0.05358 -0.41477 1.68749
14 Si 0.15151 -2.11973 2.42306
15 C 0.92601 -3.42247 1.35205
16 C 1.29839 -2.00159 3.89122
17 C -1.58327 -2.59302 2.90065
18 H -0.39361 4.60815 -1.48724
19 H 0.06274 5.22569 0.10062
20 H -1.01966 3.83719 -0.03718
21 H 3.01330 4.87078 -0.10462
22 H 3.70936 3.27585 0.14398
23 H 2.77199 4.02919 1.42751
24 H 2.60602 3.47968 -2.49836
25 H 1.02758 2.80972 -2.91953
26 H 2.30862 1.75910 -2.30840
27 H 0.79114 4.01294 1.95093
28 H 0.20369 4.07201 4.29793
29 H -0.51367 2.02362 5.49823
30 H -0.63188 -0.12333 4.32401
31 H 2.00846 -3.32192 1.30313
32 H 0.52881 -3.51093 0.34642
33 H 0.72618 -4.35856 1.88658
34 H 2.26469 -1.60071 3.57441
35 H 1.47561 -3.02832 4.22499
36 H 0.95272 -1.42898 4.74778
37 H -2.19243 -2.71900 2.00513
38 H -2.06559 -1.85277 3.54239
39 H -1.56384 -3.54396 3.43912
40 F 4.63067 0.92388 1.01851
41 C 4.69653 0.11793 -0.03988
42 F 5.95563 -0.25440 -0.22644
43 F 4.28013 0.78854 -1.11522
44 S 3.64795 -1.36780 0.25251
45 O 2.29210 -0.80002 0.34166
46 O 4.12667 -1.89035 1.48955
47 N 3.90066 -2.36448 -0.89521
48 S 3.25658 -2.32708 -2.34665
49 O 2.54456 -1.10619 -2.61736
50 O 2.66086 -3.57502 -2.68658
51 C 4.78319 -2.21361 -3.36826
52 F 5.42974 -1.07518 -3.11881
53 F 4.42596 -2.22866 -4.65495
54 F 5.59604 -3.23474 -3.13187
55 N -6.62771 -3.12762 -0.06614
56 C -5.70954 -2.09810 -0.09910
57 C -4.93624 -1.79926 1.02649
58 C -4.04098 -0.74902 0.99966
59 C -3.91158 0.02044 -0.14735
60 C -4.68597 -0.25250 -1.27059
61 C -5.57623 -1.30458 -1.24507
62 S -2.75574 1.32711 -0.18090
63 O -3.29290 2.41446 -0.93864
64 O -2.29087 1.54292 1.16227
65 N -1.43177 0.74783 -0.98589
66 C -1.32495 0.64663 -2.35034
67 N -0.05312 0.31867 -2.63501
68 C 0.25725 0.12323 -3.90872
69 C -0.69404 0.31016 -4.89823
70 C -1.96292 0.68472 -4.48969
71 N -2.30612 0.85072 -3.21194
72 H -6.50231 -3.83123 0.64057
73 H -6.94973 -3.48259 -0.94968
74 H -5.04364 -2.39666 1.92422
75 H -3.43833 -0.51402 1.86572
76 H -4.58281 0.36609 -2.15170
77 H -6.18539 -1.51873 -2.11505
78 H 1.27648 -0.16792 -4.11882
79 H -0.45237 0.17158 -5.94064
80 H -2.74977 0.85469 -5.21638
81 O -0.94107 -1.72606 -0.17067
82 O -0.03680 -1.84345 -1.23242

Output
**⟨S²⟩**: 0.86
**2S+1**: 2
**Gap between HOMO and LUMO (spin up / spin down)**: 6.17 / 6.36 eV
**Highest occupied orbital energy (spin up / spin down)**: -8.3 / -8.3 eV

Atom charges from the Löwdin analysis, given in e for atoms 1 to 4: atom 1 (Re): 1.71, atom 2 (C): -0.15, atom 3 (Si): 0.50, atom 4 (C): -0.15

---

# 2
C24H31FeIN2O | ωB97M-V/def2-TZVPD

Atoms and positions in Å:
1 C 1.37909 2.50553 -0.51429
2 C 2.64547 2.13854 -1.67868
3 H 0.34448 2.89462 -0.75501
4 H 1.84190 3.41227 -0.10296
5 H 1.34473 1.72976 0.26053
6 H 2.56982 1.52988 -2.62863
7 H 3.13128 3.08717 -1.93007
8 H 3.31323 1.52894 -1.05412
9 C -2.37975 1.92165 -1.90458
10 C -3.69920 1.50261 -2.09940
11 C -3.93229 0.21907 -2.60747
12 C -2.83949 -0.60591 -2.85566
13 H -2.15700 2.92384 -1.54205
14 H -4.51352 2.18657 -1.87077
15 H -4.94849 -0.12931 -2.80667
16 H -2.96043 -1.62009 -3.23942
17 N -1.33084 1.13867 -2.18374
18 C -1.53482 -0.13337 -2.61773
19 C -0.34220 -0.96025 -2.73634
20 N 0.84563 -0.34544 -2.48041
21 C 1.95652 -1.08879 -2.34179
22 C 0.77153 -3.10635 -2.91655
23 C 1.95506 -2.47085 -2.53304
24 H 2.86783 -0.55293 -2.07353
25 H 2.88573 -3.02012 -2.38830
26 C -0.39038 -2.33966 -3.01100
27 H -1.34789 -2.78188 -3.27736
28 H 0.74739 -4.17700 -3.12384
29 Fe 0.84523 1.83730 -2.18414
30 I 0.59369 3.73144 -3.63073
31 C 2.52602 -2.43584 1.44172
32 C 2.69573 -1.15481 2.26281
33 C 3.56581 -0.15276 1.50225
34 C 1.37697 -0.53309 2.72119
35 C 1.28667 0.03582 3.97619
36 C 0.09600 0.59212 4.44466
37 C -1.04566 0.58928 3.63715
38 C -1.00638 0.08975 2.35037
39 C -2.23768 0.05120 1.44805
40 C -3.07627 -1.20118 1.70773
41 C -3.08968 1.31104 1.55326
42 C 0.24489 -0.43089 1.81208
43 O 0.34565 -0.69901 0.57948
44 H 2.00472 -2.20121 0.50872
45 H 1.93878 -3.16990 2.00302
46 H 3.50745 -2.86833 1.21692
47 H 3.23041 -1.41882 3.18824
48 H 3.06701 0.15276 0.57273
49 H 3.75588 0.74094 2.10875
50 H 4.53094 -0.60536 1.24296
51 H 2.17402 0.02610 4.61650
52 H 0.05063 1.01506 5.44721
53 H -1.98979 0.98435 4.02186
54 H -1.85439 -0.01614 0.42158
55 H -3.53963 -1.14873 2.70214
56 H -3.86846 -1.29590 0.95533
57 H -2.44286 -2.09445 1.66216
58 H -2.48527 2.19743 1.32831
59 H -3.91406 1.27081 0.83223
60 H -3.50974 1.41384 2.56208

Output
**⟨S²⟩**: 6.02
**2S+1**: 5
**Gap between HOMO and LUMO (spin up / spin down)**: 4.45 / 4.25 eV
**Highest occupied orbital energy (spin up / spin down)**: -5.5 / -5.5 eV

Atom charges from the Löwdin analysis, given in e for atoms 1 to 4: atom 1 (C): -0.18, atom 2 (C): -0.24, atom 3 (H): 0.05, atom 4 (H): 0.10

---

# 3
C24H31IN5O3Ti | ωB97M-V/def2-TZVPD

Atoms and positions in Å:
1 Ti -0.27657 0.01386 0.18264
2 C -2.31495 -3.44716 -1.85582
3 C -3.02583 -2.13829 -2.00728
4 N -4.05548 -2.04803 -2.82273
5 C -4.70737 -0.87341 -2.94100
6 C -4.37252 0.26688 -2.25065
7 C -5.17707 1.53052 -2.43894
8 O -5.75709 2.00917 -1.23071
9 C -3.26033 0.18824 -1.39216
10 C -2.89057 1.31916 -0.53511
11 N -1.81708 1.37695 0.15628
12 C -1.72057 2.53732 1.04497
13 C -1.99515 3.82734 0.60528
14 C -1.91308 4.88676 1.50043
15 C -1.55659 4.66251 2.82771
16 C -1.26712 3.37257 3.26691
17 C -1.34990 2.35487 2.34836
18 I -0.45990 -0.59987 2.82812
19 C -2.58927 -1.00956 -1.27928
20 O -1.52528 -1.12622 -0.47648
21 H -2.80990 -4.19725 -2.46700
22 H -2.30999 -3.77780 -0.81561
23 H -1.27108 -3.36728 -2.16850
24 H -5.54769 -0.86234 -3.62652
25 H -5.93660 1.36165 -3.20395
26 H -4.54531 2.34403 -2.79777
27 H -6.41216 1.37212 -0.92512
28 H -3.61666 2.12299 -0.44046
29 H -2.26122 4.01175 -0.43136
30 H -2.12997 5.88962 1.15906
31 H -1.50472 5.49365 3.51951
32 H -0.99248 3.18232 4.29795
33 O 0.34768 -0.27762 -2.16684
34 C 1.53231 0.36414 -2.69541
35 C 1.20820 1.74085 -3.22405
36 C 0.36220 2.56510 -2.25123
37 C 1.04991 2.80265 -0.93908
38 C 1.70117 4.00856 -0.72785
39 C 2.31164 4.26419 0.48546
40 C 2.26528 3.29505 1.47015
41 C 1.63107 2.10746 1.18409
42 N 1.03864 1.84193 0.00802
43 H -0.32896 -0.33166 -2.85365
44 H 1.97338 -0.26680 -3.46588
45 H 2.22007 0.40241 -1.85116
46 H 0.67251 1.66111 -4.17370
47 H 2.14895 2.25458 -3.44097
48 H -0.59428 2.06849 -2.08268
49 H 0.13167 3.53161 -2.69783
50 H 1.69687 4.74824 -1.51737
51 H 2.80107 5.21344 0.66391
52 H 2.69637 3.44549 2.44984
53 H 1.56601 1.33254 1.93487
54 N 3.33736 -0.38800 0.59333
55 C 3.41218 -1.80696 0.25926
56 C 2.16743 -2.54082 0.68803
57 N 0.94334 -2.03856 0.03192
58 H 4.15670 0.10221 0.25330
59 H 3.34365 -0.27406 1.60182
60 H 4.26843 -2.31185 0.71651
61 H 3.53657 -1.90006 -0.82394
62 H 2.02255 -2.44032 1.76552
63 H 2.30123 -3.60296 0.47453
64 H 0.15894 -2.60489 0.34438
65 H 0.99928 -2.18485 -0.97287

Output
**⟨S²⟩**: 2.01
**Net charge**: +1
**2S+1**: 3
**Gap between HOMO and LUMO (spin up / spin down)**: 7.09 / 7.91 eV
**Highest occupied orbital energy (spin up / spin down)**: -10.3 / -11.2 eV

Atom charges from the Löwdin analysis, given in e for atoms 1 to 4: atom 1 (Ti): 0.68, atom 2 (C): -0.01, atom 3 (C): -0.25, atom 4 (N): 0.14

---

# 4
C24H31IN7O2Ta | ωB97M-V/def2-TZVPD

Atoms and positions in Å:
1 Ta -0.13688 -0.26300 0.06820
2 C 0.74076 -3.30550 -0.39096
3 C 1.29672 -2.99234 0.97169
4 N 1.43743 -1.50117 1.14753
5 C 1.37107 -1.19703 2.60403
6 C -0.06554 -1.38914 2.98992
7 C -0.48081 -1.80138 4.23609
8 C -1.84488 -1.94360 4.47641
9 C -2.74981 -1.63580 3.46907
10 C -2.26953 -1.20852 2.24559
11 C -3.16473 -0.68623 1.16516
12 N -2.45748 -0.69147 -0.14709
13 C -2.74567 -1.97242 -0.89127
14 C -1.78341 -3.03341 -0.41005
15 N -0.45010 -2.43551 -0.65242
16 N -0.94718 -1.12132 1.99309
17 H 0.46407 -4.35828 -0.45827
18 H 1.47071 -3.10290 -1.17260
19 H 2.26489 -3.46974 1.12540
20 H 0.62594 -3.35412 1.74990
21 H 2.35585 -1.21601 0.80697
22 H 1.68998 -0.16680 2.77407
23 H 2.03282 -1.85607 3.16734
24 H 0.24733 -2.02331 5.00592
25 H -2.19679 -2.28636 5.44208
26 H -3.81666 -1.71817 3.63525
27 H -3.44606 0.34299 1.40469
28 H -4.09153 -1.25787 1.10339
29 H -2.87469 0.05604 -0.69575
30 H -2.59053 -1.77992 -1.95506
31 H -3.78983 -2.25242 -0.75770
32 H -1.90238 -3.95332 -0.98469
33 H -1.90510 -3.27840 0.64443
34 H -0.41796 -2.27633 -1.66053
35 N -0.74366 2.87159 3.06146
36 C 0.16417 3.52964 2.26315
37 C 0.53112 2.64722 1.31074
38 N -0.14642 1.43228 1.51584
39 C -0.91204 1.64238 2.60467
40 H -1.19967 3.25858 3.88015
41 H 0.47199 4.54527 2.44955
42 H 1.23262 2.78310 0.51266
43 H -1.56121 0.93760 3.09334
44 C -2.36800 4.43235 -2.09004
45 C -1.66685 3.27460 -2.82750
46 C -1.27854 2.20027 -1.93359
47 N -0.97235 1.34821 -1.22028
48 H -2.61890 5.19279 -2.82590
49 H -1.71287 4.88173 -1.34654
50 H -3.29090 4.10139 -1.61791
51 H -0.75445 3.61076 -3.32981
52 H -2.31180 2.83602 -3.59540
53 I 6.41789 1.40503 -5.48164
54 C 4.88997 1.03815 -4.18417
55 C 3.91939 0.06098 -4.49991
56 C 2.90228 -0.19632 -3.62731
57 C 2.81776 0.52185 -2.40018
58 C 3.79911 1.50633 -2.09170
59 C 4.81391 1.75619 -2.96866
60 C 1.79860 0.24879 -1.50287
61 O 1.59777 0.80872 -0.33224
62 O 0.84784 -0.66933 -1.66575
63 H 3.98990 -0.48082 -5.43292
64 H 2.16007 -0.94495 -3.87117
65 H 3.74740 2.05026 -1.15749
66 H 5.56584 2.49816 -2.73841

Output
**Net charge**: +4
**Gap between HOMO and LUMO**: 4.46 eV
**Highest occupied orbital energy**: -17.9 eV

Atom charges from the Löwdin analysis, given in e for atoms 1 to 4: atom 1 (Ta): 2.03, atom 2 (C): -0.11, atom 3 (C): -0.11, atom 4 (N): -0.13

---

# 5
C24H31N3O4 | ωB97M-V/def2-TZVPD

Atoms and positions in Å:
1 C 3.24943 0.01186 2.57840
2 H 3.04292 0.50974 1.62650
3 O 2.07906 -0.53470 3.15322
4 C 1.38807 -1.47157 2.46040
5 C 1.77029 -1.99610 1.23141
6 C 0.97118 -2.92554 0.57744
7 C -0.23224 -3.33000 1.14712
8 C -0.59532 -2.83494 2.39553
9 C 0.20440 -1.92474 3.04905
10 H -0.07233 -1.53369 4.01507
11 H -1.51602 -3.17536 2.84458
12 O -1.05070 -4.23196 0.48889
13 C -2.04168 -3.60443 -0.30417
14 H -1.59072 -2.96135 -1.06840
15 H -2.71927 -3.00634 0.31536
16 H -2.60145 -4.40721 -0.78069
17 C 1.39257 -3.46262 -0.77314
18 C 1.44232 -2.31900 -1.70996
19 N 0.47174 -1.76319 -2.35619
20 N 0.98186 -0.67478 -2.97857
21 C 2.23836 -0.62147 -2.68122
22 O 2.60097 -1.64263 -1.87850
23 C 3.22572 0.42790 -3.03095
24 H 3.47263 0.37649 -4.09334
25 H 4.12735 0.24223 -2.44556
26 C 2.64754 1.80820 -2.68923
27 C 2.06811 1.77009 -1.27576
28 O 2.77426 1.70912 -0.28607
29 N 0.72707 1.79707 -1.23697
30 H 0.21318 1.70871 -2.09914
31 C -0.04899 1.78928 -0.01524
32 C -0.98082 3.00778 0.04682
33 C -2.05130 2.92343 -1.04174
34 C -2.86900 1.64579 -0.85758
35 C -1.95334 0.42556 -0.94476
36 C -0.88346 0.51176 0.14256
37 C -1.55529 0.54492 1.51453
38 C -2.47714 1.76027 1.60338
39 C -3.54483 1.67437 0.51318
40 H -4.21526 2.53439 0.58057
41 H -4.14397 0.77165 0.65084
42 C -1.65595 3.03562 1.41760
43 H -2.30438 3.91157 1.49145
44 H -0.90065 3.10923 2.20278
45 H -2.95965 1.77919 2.58679
46 H -0.79704 0.59264 2.29812
47 H -2.12800 -0.37253 1.66303
48 H -0.22479 -0.36068 0.07833
49 H -1.49203 0.35334 -1.93122
50 H -2.53802 -0.48481 -0.79845
51 H -3.63328 1.58583 -1.64051
52 H -2.70622 3.79522 -0.97070
53 H -1.59506 2.93952 -2.03399
54 H -0.38500 3.91710 -0.09143
55 H 0.68264 1.84762 0.79876
56 H 1.87644 2.07447 -3.41086
57 H 3.44679 2.54910 -2.71991
58 H 0.66972 -4.20272 -1.11313
59 H 2.38479 -3.91255 -0.70905
60 H 2.68841 -1.67884 0.76119
61 H 3.60772 0.74723 3.29656
62 H 4.01762 -0.75451 2.43696

Output
**Gap between HOMO and LUMO**: 9.02 eV
**Structure (SMILES)**: COc1ccc(OC)c(Cc2nnc(CCC(=O)N[C@H]3[C@@H]4C[C@H]5C[C@@H](C4)C[C@@H]3C5)o2)c1
**Highest occupied orbital energy**: -8.3 eV

Atom charges from the Löwdin analysis, given in e for atoms 1 to 4: atom 1 (C): -0.07, atom 2 (H): 0.07, atom 3 (O): -0.08, atom 4 (C): -0.28

---

# 6
C24H31N3O4 | ωB97M-V/def2-TZVPD

Atoms and positions in Å:
1 C 1.29345 3.24478 4.50635
2 O 2.30532 2.46125 3.92596
3 C 1.95684 1.23327 3.42757
4 C 0.72207 0.62080 3.58921
5 C 0.47331 -0.61507 3.02173
6 C 1.43459 -1.28232 2.25722
7 C 2.68493 -0.66609 2.13077
8 C 2.93851 0.55901 2.70710
9 H 3.90504 1.02565 2.59598
10 H 3.47689 -1.13264 1.56702
11 N 1.15381 -2.52407 1.71857
12 C 2.15233 -3.31020 1.04216
13 C 2.20143 -2.96952 -0.45601
14 N 0.86508 -2.81623 -1.02109
15 C -0.16364 -3.38477 -0.18081
16 C -0.18504 -2.85164 1.27274
17 H -0.62331 -3.62009 1.92656
18 H -0.80755 -1.95933 1.32361
19 H -1.13728 -3.21542 -0.63654
20 H 0.00615 -4.46742 -0.16986
21 C 0.60780 -1.56534 -1.71644
22 C 0.26774 -0.37072 -0.84029
23 C 1.26209 0.55090 -0.54420
24 C 1.03797 1.66574 0.25969
25 C -0.22642 1.81585 0.76715
26 C -1.23772 0.90326 0.46898
27 C -1.02390 -0.18789 -0.33383
28 H -1.83849 -0.84876 -0.57542
29 O -2.39639 1.29091 1.09000
30 C -2.08377 2.47336 1.78769
31 O -0.72658 2.79980 1.58065
32 H -2.26868 2.32549 2.86446
33 H -2.71954 3.29726 1.42412
34 H 1.82037 2.37071 0.48122
35 H 2.25194 0.41300 -0.95430
36 C -0.44952 -1.78409 -2.81889
37 N -0.75137 -0.54994 -3.50156
38 C -1.96989 0.03828 -3.41942
39 O -2.92523 -0.51205 -2.91529
40 C -2.01927 1.44895 -3.99510
41 C -1.69859 2.41543 -2.85038
42 H -2.43458 2.30005 -2.05808
43 H -0.71244 2.21680 -2.43314
44 H -1.72731 3.44322 -3.20583
45 C -3.40093 1.73009 -4.57640
46 H -4.15866 1.52139 -3.82574
47 H -3.48173 2.76923 -4.88636
48 H -3.58872 1.09133 -5.43625
49 H -1.26020 1.55068 -4.77818
50 H 0.02692 -0.02415 -3.86631
51 H -0.07044 -2.52981 -3.52454
52 H -1.39629 -2.14105 -2.41395
53 H 1.54553 -1.32878 -2.23667
54 H 2.76585 -2.04422 -0.58942
55 H 2.72531 -3.77124 -0.99709
56 H 1.88523 -4.36407 1.17600
57 H 3.12857 -3.15997 1.50190
58 H -0.48880 -1.07180 3.19590
59 H -0.05933 1.09025 4.16690
60 H 1.76013 4.19862 4.74914
61 H 0.46917 3.41172 3.80475
62 H 0.90721 2.79159 5.42630

Output
**Gap between HOMO and LUMO**: 7.78 eV
**Structure (SMILES)**: COc1ccc(N2CCN([C@@H](CNC(=O)C(C)C)c3ccc4c(c3)OCO4)CC2)cc1
**Highest occupied orbital energy**: -7.1 eV

Atom charges from the Löwdin analysis, given in e for atoms 1 to 4: atom 1 (C): -0.09, atom 2 (O): -0.09, atom 3 (C): -0.30, atom 4 (C): -0.03

---

M: 998.121, 546.274, 612.315, 757.411, 425.529, 425.529 (g mol⁻¹)